No. 1
ORCA calculation (wB97M-V/def2-TZVPD) on an isolated molecule of C5H11N3 in a non-equilibrium geometry.

XYZ file:
```
19
Properties=species:S:1:pos:R:3:lowdin_charge:R:1
C -0.161 1.057 1.263 -0.0893
C -1.536 -1.092 0.922 -0.0453
C -0.735 0.044 0.365 -0.4421
N -0.888 1.448 -1.500 -0.0318
N 1.960 -1.134 -0.923 0.1085
C 1.318 -0.019 -0.489 -0.2431
C 0.916 0.065 0.894 -0.1536
N -0.594 0.101 -1.044 -0.0869
H -0.026 1.991 -1.639 0.0467
H -1.287 1.353 -2.428 0.0551
H 2.086 -1.237 -1.919 0.1025
H 1.733 -2.002 -0.456 0.1052
H -0.074 2.067 0.874 0.0954
H -0.467 1.028 2.304 0.1153
H 1.569 0.887 -1.045 0.1148
H 1.486 -0.425 1.666 0.1147
H -1.538 -1.946 0.242 0.0739
H -1.188 -1.431 1.902 0.0806
H -2.575 -0.757 1.012 0.0795
```

* relative energy (zero: lowest compared OMol25 entry of this formula, charge and spin): 105.8 kcal/mol
* multiplicity: 1
* Kohn-Sham gap: 8.126 eV
* DFT total energy: -361.22074 Ha
* maximum force: 3.4 eV/A
* E_LUMO: 1.11 eV
* total charge: 0

***

No. 2
ORCA calculation (wB97M-V/def2-TZVPD) on an isolated molecule of C5H11N3 in a non-equilibrium geometry.

XYZ file:
```
19
Properties=species:S:1:pos:R:3:lowdin_charge:R:1
H -2.173 1.676 -0.635 0.0578
N -1.317 1.143 -0.772 0.1284
C -1.325 -0.014 -0.242 -0.5020
C -2.578 -0.649 0.227 -0.0544
N -0.369 -0.969 -0.014 0.1002
C 1.055 -0.855 -0.235 -0.3982
C 1.553 0.528 -0.598 -0.2336
C 1.530 1.419 0.639 -0.1122
N 1.813 -1.914 -0.193 0.1194
H 2.745 -1.666 -0.482 0.0264
H -2.368 -1.073 1.209 0.0727
H -3.491 -0.109 0.310 0.0613
H -2.861 -1.603 -0.411 0.1324
H -0.625 -1.756 0.570 0.1310
H 2.621 0.276 -0.976 0.1244
H 0.980 0.955 -1.510 0.1206
H 0.568 1.745 0.978 0.0431
H 1.951 0.654 1.448 0.1145
H 2.291 2.213 0.689 0.0682
```

* relative energy (zero: lowest compared OMol25 entry of this formula, charge and spin): 29.3 kcal/mol
* multiplicity: 1
* Kohn-Sham gap: 10.166 eV
* DFT total energy: -361.34269 Ha
* maximum force: 3.9 eV/A
* E_LUMO: 0.84 eV
* total charge: 0

***

No. 3
ORCA calculation (wB97M-V/def2-TZVPD) on the ion C5H11N3 with charge +2 in a non-equilibrium geometry.

XYZ file:
```
19
Properties=species:S:1:pos:R:3:lowdin_charge:R:1
C 1.255 0.808 0.889 0.0044
C 0.099 0.333 0.018 -0.3229
C -1.284 1.052 0.345 0.0365
N 0.358 0.574 -1.535 0.2146
C 0.334 -0.516 -2.213 0.0595
N 0.002 -1.602 -1.420 0.2072
C -0.094 -1.238 -0.138 -0.1583
N -0.361 -1.943 0.962 0.2972
H 1.423 1.896 1.015 0.1212
H 2.197 0.318 0.552 0.1164
H 1.015 0.534 1.981 0.1383
H -1.130 2.085 0.133 0.0905
H -1.778 0.798 1.275 0.1077
H -1.947 0.917 -0.557 0.1187
H 0.724 1.480 -1.788 0.1984
H 0.503 -0.729 -3.257 0.1912
H -0.366 -2.482 -1.817 0.2207
H -0.479 -1.404 1.795 0.1393
H -0.726 -2.957 0.898 0.2194
```

* relative energy (zero: lowest compared OMol25 entry of this formula, charge and spin): 48.7 kcal/mol
* multiplicity: 1
* Kohn-Sham gap: 10.859 eV
* DFT total energy: -360.72511 Ha
* maximum force: 3.9 eV/A
* E_LUMO: -9.70 eV
* total charge: +2

***

No. 4
ORCA calculation (wB97M-V/def2-TZVPD) on a cluster of 2 separate species, C5H11N3O in total in a non-equilibrium geometry.

XYZ file:
```
20
Properties=species:S:1:pos:R:3:lowdin_charge:R:1
C 0.381 -0.685 -0.711 -0.2493
C 1.427 0.366 -0.964 -0.1152
C 0.821 -1.835 0.152 -0.1087
C -1.764 -0.496 0.056 -0.0855
C -1.125 0.776 -0.034 -0.5513
N -0.322 0.557 2.139 -0.0068
N -1.351 1.553 -1.174 0.1025
N -0.758 1.391 1.080 -0.0397
O -2.063 -1.479 0.598 0.1854
H -0.128 -0.995 -1.627 0.1123
H -0.374 1.115 2.981 0.0684
H 0.653 0.292 2.005 0.0545
H -2.293 1.486 -1.538 0.0939
H -1.086 2.511 -0.981 0.0989
H 1.071 1.143 -1.638 0.0631
H 2.314 -0.093 -1.419 0.0848
H 1.751 0.840 -0.033 0.0732
H 1.308 -2.603 -0.462 0.0845
H 1.545 -1.515 0.905 0.0725
H -0.007 -2.329 0.667 0.0624
```

* relative energy (zero: lowest compared OMol25 entry of this formula, charge and spin): 121.2 kcal/mol
* multiplicity: 1
* Kohn-Sham gap (alpha / beta): 6.975 / 6.967 eV
* DFT total energy: -436.45383 Ha
* maximum force: 1.3 eV/A
* E_LUMO (alpha / beta): -0.06 / -0.07 eV
* total charge: 0

***

No. 5
ORCA calculation (wB97M-V/def2-TZVPD) on a structure of composition C5H11N3O2 in a non-equilibrium geometry.

XYZ file:
```
21
Properties=species:S:1:pos:R:3:lowdin_charge:R:1
C 2.014 0.294 -0.937 -0.0303
C 0.608 -0.175 -0.488 -0.4301
C 0.129 0.930 0.400 -0.1659
C 0.655 1.202 1.652 -0.6030
C -1.178 -1.218 -1.328 -0.5072
H 2.567 0.913 0.107 0.2011
H 2.449 -0.143 -1.675 0.0289
H 2.010 1.014 -1.383 -0.0896
H 1.215 -0.970 0.566 0.2327
H -0.120 1.956 -0.113 0.1792
H -1.101 0.690 0.721 0.2087
H 0.523 2.482 3.379 0.2780
H -2.137 -2.253 0.205 -0.0595
H -0.960 -1.361 0.497 0.0686
H -3.191 -1.510 -2.507 0.2325
H -1.651 -1.618 -3.313 0.0550
N -0.065 -0.663 -1.578 0.1174
N -1.753 -1.591 -0.084 0.2101
N -1.938 -1.725 -2.357 0.0570
O 0.141 2.311 2.267 -0.0066
O 1.523 0.496 2.215 0.0230
```

* relative energy (zero: lowest compared OMol25 entry of this formula, charge and spin): 227.5 kcal/mol
* multiplicity: 1
* Kohn-Sham gap: 9.122 eV
* DFT total energy: -511.54371 Ha
* maximum force: 19.7 eV/A
* E_LUMO: 0.44 eV
* total charge: 0

***

No. 6
ORCA calculation (wB97M-V/def2-TZVPD) on a cluster of 2 separate species, C5H11N3Si in total in a non-equilibrium geometry.

XYZ file:
```
20
Properties=species:S:1:pos:R:3:lowdin_charge:R:1
C -1.234 1.688 -0.868 -0.2348
Si -1.624 0.910 0.596 0.6669
C -0.190 0.902 1.958 -0.2017
C -3.024 -0.303 0.828 -0.2487
H -0.649 2.537 -1.102 -0.0405
H -1.854 1.495 -1.674 -0.0672
H -0.211 -0.058 2.592 0.0543
H 0.539 1.032 1.165 -0.0354
H -0.248 1.856 2.482 0.0029
H -3.990 0.179 1.011 0.0119
H -3.151 -0.906 -0.168 0.0630
H -2.878 -1.133 1.576 0.0356
C 2.980 -1.332 -0.298 -0.1017
C 2.316 -1.973 -1.425 -0.1320
N 1.721 -1.021 -2.104 0.0278
N 1.941 0.091 -1.479 -0.0873
N 2.618 -0.033 -0.351 0.0419
H 3.388 -1.822 0.491 0.0534
H 2.158 -3.000 -1.553 0.0739
H 1.392 0.891 -1.677 0.1177
```

* relative energy (zero: lowest compared OMol25 entry of this formula, charge and spin): 97.4 kcal/mol
* multiplicity: 1
* Kohn-Sham gap: 8.811 eV
* DFT total energy: -650.76154 Ha
* maximum force: 5.4 eV/A
* E_LUMO: 0.53 eV
* total charge: 0

***

No. 7
ORCA calculation (wB97M-V/def2-TZVPD) on the ion C5H11N4 with charge +1 in a non-equilibrium geometry.

XYZ file:
```
20
Properties=species:S:1:pos:R:3:lowdin_charge:R:1
C 0.763 1.660 -0.114 0.0784
C 0.652 0.361 -0.208 -0.2585
N 1.758 -0.527 0.015 0.0421
C 3.027 -0.410 -0.047 -0.1551
N 4.168 -0.467 -0.414 0.2643
C -0.761 -0.479 -0.291 -0.2274
N -0.306 -1.790 0.234 0.0873
C -1.941 0.195 0.445 -0.2523
N -2.428 1.350 -0.326 -0.0043
H 1.828 2.071 -0.163 0.1071
H -0.133 2.254 -0.385 0.0772
H 5.035 -0.156 -0.052 0.0970
H -0.774 -0.648 -1.321 0.1249
H 0.917 -1.676 0.374 0.1766
H -0.857 -1.857 1.121 0.1544
H -0.468 -2.674 -0.417 0.2137
H -2.860 -0.485 0.714 0.1511
H -1.571 0.399 1.404 0.0973
H -2.824 1.966 0.385 0.0837
H -3.225 0.914 -0.953 0.1426
```

* relative energy (zero: lowest compared OMol25 entry of this formula, charge and spin): 81.7 kcal/mol
* multiplicity: 1
* Kohn-Sham gap: 10.020 eV
* DFT total energy: -415.79306 Ha
* maximum force: 3.5 eV/A
* E_LUMO: -3.07 eV
* total charge: +1

***

No. 8
ORCA calculation (wB97M-V/def2-TZVPD) on the ion C5H11N4O3S with charge +1 in a non-equilibrium geometry.

XYZ file:
```
24
Properties=species:S:1:pos:R:3:lowdin_charge:R:1
C -2.508 1.552 -0.679 -0.0227
N -1.094 1.694 -0.756 0.1027
C -0.148 0.786 -0.687 -0.3379
O 1.036 1.361 -1.031 -0.0741
S 2.287 0.893 0.054 0.8020
N 1.685 1.206 1.402 -0.0946
O 3.529 1.421 -0.389 -0.2060
N 2.233 -0.755 -0.301 -0.1446
C 3.547 -1.304 -0.544 -0.0424
C 1.106 -1.445 -0.134 -0.3985
O 0.794 -2.620 -0.173 0.1623
N -0.094 -0.493 -0.243 0.0221
C -1.233 -1.055 0.439 0.0139
H -3.008 2.146 -1.465 0.1196
H -2.714 2.134 0.246 0.1242
H -2.870 0.560 -0.616 0.0724
H -0.681 2.593 -0.938 0.1810
H 2.321 1.587 2.028 0.0282
H 3.958 -1.186 -1.569 0.1156
H 4.315 -0.715 0.072 0.1130
H 3.693 -2.370 -0.150 0.1402
H -2.053 -1.316 -0.152 0.0786
H -0.709 -1.870 0.952 0.1096
H -1.611 -0.085 0.966 0.1354
```

* relative energy (zero: lowest compared OMol25 entry of this formula, charge and spin): 66.4 kcal/mol
* multiplicity: 1
* Kohn-Sham gap: 10.576 eV
* DFT total energy: -1039.70210 Ha
* maximum force: 4.1 eV/A
* E_LUMO: -3.86 eV
* total charge: +1

***

No. 9
ORCA calculation (wB97M-V/def2-TZVPD) on a structure of composition C5H11N5OS2 in a non-equilibrium geometry.

XYZ file:
```
24
Properties=species:S:1:pos:R:3:lowdin_charge:R:1
C 1.510 -1.447 0.153 -0.4569
C 2.640 -1.122 -0.761 -0.4594
C 0.324 -1.191 -0.420 -0.6290
C -0.794 2.281 -0.986 -0.0764
C -3.126 2.409 -0.677 -0.1360
N 2.215 -0.722 -1.899 -0.2843
N -0.809 0.202 1.639 -0.2185
N -0.586 -2.312 1.670 -0.2871
N 3.945 -1.352 -0.385 0.1086
N -1.837 1.710 -0.564 -0.1207
O 1.704 -1.891 1.349 -0.0191
S 0.589 -0.555 -2.077 0.9220
S -1.051 -1.141 0.674 0.9539
H -0.814 3.244 -1.533 0.0940
H 0.085 1.654 -0.955 0.0074
H -0.218 0.220 2.457 0.0600
H -3.320 2.964 -1.668 0.0963
H -3.858 1.583 -0.692 0.0684
H -3.389 3.103 0.125 0.0726
H -0.952 1.180 1.292 0.0415
H -1.325 -2.909 2.015 0.0379
H 3.871 -1.867 0.572 0.1325
H 4.530 -1.854 -1.067 0.1042
H 0.666 -2.187 1.738 -0.0119
```

* multiplicity: 1
* Kohn-Sham gap: 8.472 eV
* DFT total energy: -1342.39650 Ha
* maximum force: 2.6 eV/A
* E_LUMO: 0.64 eV
* total charge: 0

***

No. 10
ORCA calculation (wB97M-V/def2-TZVPD) on the ion C5H11NO with charge -1 in a non-equilibrium geometry.

XYZ file:
```
18
Properties=species:S:1:pos:R:3:lowdin_spin:R:1
C 0.291 1.457 0.099 0.0460
N -0.144 0.231 -0.578 0.0375
C 0.182 -1.168 -0.465 0.0352
C -1.319 -2.176 0.014 0.1588
C -0.839 -1.475 1.342 0.2917
O -0.188 -1.937 2.415 0.1615
C 1.374 2.323 -0.689 0.0081
H -0.457 2.256 0.344 0.0301
H 0.679 1.140 1.083 0.0031
H -1.227 0.303 -0.426 0.0476
H 1.089 -1.296 0.129 0.0182
H 0.333 -1.708 -1.414 0.0176
H -2.328 -2.000 -0.397 0.0521
H -0.996 -3.194 0.128 0.0143
H -1.236 -0.480 1.318 0.0720
H 2.418 2.075 -0.628 0.0017
H 1.132 2.206 -1.849 0.0005
H 1.236 3.446 -0.429 0.0040
```

* relative energy (zero: lowest compared OMol25 entry of this formula, charge and spin): 114.4 kcal/mol
* multiplicity: 2
* Kohn-Sham gap (alpha / beta): 3.036 / 7.296 eV
* DFT total energy: -326.89260 Ha
* maximum force: 5.2 eV/A
* E_LUMO (alpha / beta): 3.98 / 3.89 eV
* total charge: -1
* ⟨S²⟩: 0.76

***

No. 11
ORCA calculation (wB97M-V/def2-TZVPD) on an isolated molecule of C5H11NO.

XYZ file:
```
18
Properties=species:S:1:pos:R:3:lowdin_charge:R:1
C -2.118 0.553 -0.696 -0.0777
C -1.405 -0.504 0.143 -0.2185
N 0.023 -0.249 0.302 -0.1289
C 0.442 0.419 1.516 -0.0537
C 0.841 -0.549 -0.753 -0.5019
C 2.326 -0.258 -0.609 -0.0099
O 0.392 -1.043 -1.779 0.0374
H -3.203 0.410 -0.653 0.0730
H -1.797 0.477 -1.738 0.0713
H -1.895 1.564 -0.334 0.0717
H -1.522 -1.485 -0.325 0.1182
H -1.838 -0.554 1.149 0.1137
H 0.117 -0.152 2.394 0.0912
H 1.527 0.508 1.557 0.0723
H 0.015 1.429 1.588 0.0928
H 2.811 -0.606 -1.520 0.0822
H 2.765 -0.775 0.250 0.0820
H 2.517 0.815 -0.492 0.0848
```

* relative energy (zero: lowest compared OMol25 entry of this formula, charge and spin): 7.9 kcal/mol
* multiplicity: 1
* Kohn-Sham gap: 10.043 eV
* DFT total energy: -327.11875 Ha
* maximum force: 0.3 eV/A
* E_LUMO: 0.89 eV
* total charge: 0

***

No. 12
ORCA calculation (wB97M-V/def2-TZVPD) on an isolated molecule of C5H11NO in a non-equilibrium geometry.

XYZ file:
```
18
Properties=species:S:1:pos:R:3:lowdin_charge:R:1
H -1.521 1.355 -1.822 0.0561
N -0.575 0.954 -1.801 0.1241
C -0.501 -0.008 -0.928 -0.4481
C -1.727 -0.705 -0.394 -0.0442
C 0.862 -0.693 -0.743 -0.1778
C 1.166 -0.648 0.731 -0.1466
C 0.554 0.756 1.366 -0.2465
O 1.243 1.867 0.834 -0.0783
H -2.269 -0.008 0.251 0.0799
H -1.474 -1.590 0.192 0.0779
H -2.375 -0.995 -1.225 0.0861
H 0.804 -1.720 -1.113 0.1161
H 1.606 -0.124 -1.310 0.1132
H 2.246 -0.599 0.898 0.1082
H 0.712 -1.479 1.275 0.0988
H 0.841 0.675 2.420 0.1052
H -0.519 0.956 1.449 0.1027
H 0.929 2.007 -0.079 0.0735
```

* relative energy (zero: lowest compared OMol25 entry of this formula, charge and spin): 39.8 kcal/mol
* multiplicity: 1
* Kohn-Sham gap: 10.762 eV
* DFT total energy: -327.06790 Ha
* maximum force: 3.3 eV/A
* E_LUMO: 0.90 eV
* total charge: 0

***

No. 13
ORCA calculation (wB97M-V/def2-TZVPD) on a cluster of 3 separate species, C5H11NO in total in a non-equilibrium geometry.

XYZ file:
```
18
Properties=species:S:1:pos:R:3:lowdin_charge:R:1
C -2.071 -0.189 -0.821 -0.1223
C -1.661 0.985 0.066 -0.3257
C -0.723 0.610 1.189 -0.0828
N 1.107 -0.550 0.919 0.1773
C 1.192 0.441 0.125 -0.4933
O 1.537 1.519 -0.179 0.1755
C 2.770 -1.040 -0.458 -0.0049
H -2.843 0.108 -1.539 0.0696
H -1.217 -0.573 -1.395 0.0653
H -2.474 -1.015 -0.222 0.0726
H -1.215 1.779 -0.547 0.1007
H -2.568 1.421 0.515 0.1069
H -0.340 1.449 1.768 0.0732
H -1.096 -0.183 1.837 0.0703
H 0.593 -1.314 0.505 0.0924
H 3.001 -0.353 -1.269 0.0087
H 2.465 -2.027 -0.803 0.0066
H 3.543 -1.068 0.307 0.0098
```

* relative energy (zero: lowest compared OMol25 entry of this formula, charge and spin): 150.1 kcal/mol
* multiplicity: 1
* Kohn-Sham gap (alpha / beta): 7.607 / 7.802 eV
* DFT total energy: -326.89220 Ha
* maximum force: 1.3 eV/A
* E_LUMO (alpha / beta): 0.58 / 0.54 eV
* total charge: 0